A structure of composition C34H28FIN7O7SeW in a non-equilibrium geometry. Source: the Open Molecules 2025 dataset; level of theory: wB97M-V/def2-TZVPD.

Its LUMO energy (alpha / beta) is -4.0 / -4.0 eV. The HOMO-LUMO gap (alpha / beta) is 6.9 / 6.9 eV. As for the net charge: +1. As for the energy above the lowest of the compared OMol25 structures with the same formula, charge and spin: 316.5 kJ/mol.

The geometry in XYZ format:
```
80
Properties=species:S:1:pos:R:3:forces:R:3
W -0.66736 -0.40476 0.13093 0.7 1.0 -0.1
C -3.13218 3.07947 1.98110 1.6 -1.7 0.5
C -2.29548 1.82224 1.72349 0.5 1.0 2.4
N -1.94954 1.36253 0.61731 0.5 -1.3 -1.6
N -2.37056 2.00077 -0.51547 -1.2 -0.9 0.9
C -1.48028 2.75735 -0.96080 1.4 1.8 0.7
O -2.06400 -0.76981 -0.76213 0.8 0.2 0.3
C -1.90992 3.71159 -1.92946 -0.5 0.4 -0.9
C -0.99617 4.14465 -2.82439 1.3 0.4 -2.0
C -1.37962 4.84563 -3.95827 -0.9 1.1 0.0
C -2.74222 5.18184 -4.15676 0.8 0.1 -0.5
C -3.68216 4.78162 -3.20783 0.8 0.2 -0.7
C -3.22747 4.07872 -2.12015 -1.9 -0.5 1.2
C -1.56132 1.12615 2.82821 -1.2 -0.6 0.9
C -1.81586 1.33238 4.18271 1.0 -0.4 0.6
C -1.01996 0.67575 5.18280 0.3 1.0 -2.4
C 0.04175 -0.08159 4.74295 -1.3 -0.1 -2.3
C 0.06865 -0.40729 3.36276 -1.3 0.8 0.2
N -0.73683 0.13811 2.42945 0.6 0.4 1.2
H -3.78062 3.25278 1.15433 -0.5 0.4 -0.4
H -2.44649 3.89931 2.19686 0.0 0.2 -0.4
H -3.62211 2.88081 2.91835 -0.8 0.2 0.1
H 0.03067 3.81500 -2.74700 0.1 0.2 0.1
H -0.60526 5.23236 -4.61784 -0.3 -0.3 -0.1
H -3.06995 5.73934 -5.05959 0.4 -0.4 0.7
H -4.73542 4.97081 -3.36620 0.0 0.1 0.2
H -4.00055 3.78525 -1.39888 0.5 -0.1 -0.1
H -2.56953 2.04620 4.47545 0.0 0.0 0.1
H -1.08143 0.89397 6.20767 -0.6 0.3 1.2
H 0.77003 -0.52403 5.35665 0.7 -0.5 0.9
H 0.66915 -1.19394 3.00847 0.9 -0.7 -0.3
C -3.17899 -2.49539 2.63474 0.7 -1.4 0.8
C -2.60247 -3.45674 1.56812 1.2 2.4 1.4
N -3.14926 -4.60287 1.35359 -0.6 -1.2 -0.8
C -2.69288 -5.34497 0.33395 0.5 0.3 0.1
C -1.67640 -5.01036 -0.55944 -0.3 -0.5 0.3
C -1.56000 -5.91533 -1.82528 2.5 1.7 0.2
O -0.47649 -5.36142 -2.63957 -0.2 0.3 1.4
C -0.97296 -3.82575 -0.22553 -0.8 -0.3 0.4
C 0.19970 -3.32504 -0.89038 -0.3 2.0 0.0
N 0.55185 -2.06056 -0.90965 -0.2 -1.1 0.3
C 1.85201 -1.91233 -1.52555 0.1 -0.2 0.6
C 1.97758 -2.04882 -2.89973 -1.9 -0.2 0.5
C 3.16894 -2.25875 -3.49524 1.2 -0.1 -1.1
C 4.28657 -2.33085 -2.68324 1.1 0.4 0.4
C 4.22041 -2.13780 -1.30580 -1.8 0.2 -1.5
C 2.97259 -1.91863 -0.71579 0.7 -0.3 0.0
I 2.95531 -1.92372 1.38397 -0.3 -0.1 -0.4
C -1.42418 -3.09983 0.88629 -0.2 0.1 -0.8
O -0.78461 -1.95803 1.23763 -0.2 -0.7 0.1
H -3.32607 -3.08993 3.57154 -0.1 0.4 -0.8
H -4.15393 -2.12537 2.33151 0.0 0.2 -0.1
H -2.47784 -1.69700 2.92694 -0.4 -0.2 -0.5
H -3.16853 -6.28604 0.25729 -0.6 -0.9 -0.4
H -2.48212 -5.78873 -2.33175 -1.0 -0.4 -0.6
H -1.27469 -6.95102 -1.61794 -0.6 0.1 0.3
H -0.51754 -5.52560 -3.57333 -0.6 -0.5 -0.5
H 0.80002 -4.02264 -1.40593 0.7 -0.6 -0.5
H 1.04983 -2.12857 -3.44476 -0.1 0.2 -0.3
H 3.22932 -2.36082 -4.59130 0.1 0.0 0.7
H 5.28692 -2.47828 -3.07577 -0.2 -0.1 -0.3
H 5.10083 -2.18865 -0.75299 1.2 0.0 1.0
F 4.18568 0.49392 3.35816 0.2 0.6 0.2
C 4.29202 1.13985 2.18876 -1.5 0.6 -0.6
C 3.28290 1.89811 1.71171 -0.6 -0.2 0.1
N 3.20304 2.26406 0.34790 -0.4 1.0 1.8
C 2.01358 2.95076 -0.10091 0.7 0.1 -2.0
C 0.90220 2.00235 -0.33994 -3.1 -1.4 0.7
O -0.22241 2.99731 -0.44894 -0.7 0.2 0.5
O 0.71694 1.11560 0.72124 -0.3 0.4 -1.2
C 4.12257 1.87971 -0.57905 0.6 -1.9 -1.5
O 4.02812 2.05298 -1.78714 -0.1 0.6 1.0
N 5.11430 1.03417 -0.08078 -0.2 1.1 1.6
C 5.32946 0.68269 1.30238 0.1 -0.7 -2.1
O 6.19448 -0.09648 1.58880 0.6 0.0 0.3
H 2.38440 2.14765 2.33988 1.2 -0.3 -0.8
H 2.16952 3.51525 -1.04725 0.4 -0.5 0.7
H 1.59592 3.66137 0.57185 0.2 0.5 1.1
H 5.83436 0.81732 -0.75389 0.1 -0.2 0.1
Se 0.48207 0.89999 -1.88407 0.4 -1.2 -0.1
```
Positions in Å, forces in eV/Å.